No. 1
DFT (wB97M-V/def2-TZVPD) results for the ion C4H11N2O with charge +1.

```
18
Properties=species:S:1:pos:R:3:forces:R:3:lowdin_spin:R:1
C 1.457737 1.528987 -0.347388 0.4 0.7 2.7 0.097
C 0.742717 -1.695218 -0.497637 -0.9 1.0 2.9 0.065
C 0.441095 0.750850 0.438597 0.9 -1.9 -6.4 0.632
C -0.357893 -0.560580 -0.327371 4.3 1.1 -0.7 0.131
N -2.640884 -0.304765 0.003988 -1.5 -3.0 -3.7 0.220
N 0.157643 1.029583 1.640422 -1.0 1.7 5.6 0.309
O -1.451023 -0.974919 0.279977 -2.5 -0.9 2.9 0.409
H 1.112317 2.405230 -0.817501 -1.0 1.1 -0.9 0.024
H 1.981089 0.975824 -1.046804 1.0 -1.3 -1.4 0.005
H 2.258923 1.990243 0.345702 -1.1 -1.1 -0.5 0.018
H 1.288139 -1.927327 0.449754 -0.6 0.2 -0.8 0.001
H 1.419310 -1.418325 -1.254500 0.7 0.6 -0.8 0.004
H 0.165536 -2.498595 -0.821092 -0.6 -1.9 -0.6 0.006
H -3.548098 -1.038896 -0.049383 3.1 1.8 1.5 0.016
H -0.627993 -0.330137 -1.329938 -0.1 1.2 -1.1 0.017
H -2.552279 -0.256782 -1.062729 -0.2 1.3 1.3 0.014
H -0.518411 0.625399 2.215592 -1.3 -1.0 0.5 0.015
H 0.672076 1.699428 2.180312 0.5 0.3 -0.3 0.018
```
Positions in Å, forces in eV/Å.

Total charge: +1
2S+1: 3
Highest occupied orbital energy (alpha / beta), eV: -9.74 / -15.42
Lowest unoccupied orbital energy (alpha / beta), eV: -3.346 / -8.378

No. 2
DFT (wB97M-V/def2-TZVPD) results for a structure of composition C36H41GeN7O3RuSe.

```
90
Properties=species:S:1:pos:R:3:forces:R:3:lowdin_spin:R:1
Ru -0.076360 1.615522 0.459316 1.2 -0.5 0.2 0.329
C -0.876884 6.058659 -0.487949 0.1 0.0 0.0 0.001
O -2.032017 5.944478 0.346538 -0.1 -0.3 -0.1 0.017
C -2.070269 5.156974 1.451484 0.0 0.4 0.2 0.041
C -3.030779 5.488900 2.382938 0.3 0.0 -0.3 -0.014
C -3.175707 4.768475 3.572812 0.0 -0.2 0.2 0.054
C -2.348640 3.712765 3.852040 -0.2 0.1 0.2 -0.029
C -1.378999 3.296194 2.923052 -0.2 0.1 -0.7 0.064
C -0.504445 2.240532 3.264608 0.6 0.0 0.4 0.000
N 0.429423 1.793934 2.450541 -1.8 -0.2 -1.1 0.095
N 1.433682 1.070007 2.871088 0.9 -0.9 0.5 0.112
C 2.256639 0.720069 1.855502 -0.3 0.6 0.7 0.018
O 2.188615 1.245026 0.706593 -1.4 0.4 -0.4 0.066
C 3.196835 -0.389736 2.121934 0.0 -0.2 -0.1 0.000
C 3.028356 -1.198332 3.249423 0.0 0.1 -0.1 0.002
C 3.731083 -2.385583 3.361655 0.0 0.0 0.0 0.000
C 4.616635 -2.765646 2.361607 0.1 0.0 0.0 0.000
C 4.824038 -1.942116 1.263330 0.0 0.0 -0.1 0.000
C 4.116197 -0.759187 1.140397 -0.1 0.1 0.1 0.000
C -1.253319 3.997920 1.655902 0.2 -0.3 0.5 0.058
O -0.466290 3.589980 0.721805 -0.2 0.3 -0.7 0.169
H -0.995259 7.002725 -1.015672 0.0 0.0 0.0 0.000
H -0.821332 5.244623 -1.210164 0.0 0.0 0.0 0.000
H 0.041358 6.080020 0.094769 0.0 0.0 0.1 0.000
H -3.662769 6.339837 2.165311 0.0 0.0 0.0 -0.001
H -3.926798 5.072983 4.288625 0.0 0.0 0.0 0.004
H -2.423665 3.196231 4.801123 0.0 0.0 0.0 -0.002
H -0.549303 1.812016 4.265453 0.2 0.3 0.1 0.001
H 2.336127 -0.890295 4.018725 -0.1 0.0 0.0 0.000
H 3.576881 -3.027717 4.218863 0.0 0.0 0.0 0.000
H 5.159719 -3.698289 2.447656 0.0 0.0 0.0 0.000
H 5.528279 -2.228518 0.492679 0.0 0.0 0.0 0.000
H 4.257074 -0.107199 0.287754 0.0 -0.1 0.0 0.000
C 1.084427 4.564618 -4.520671 0.0 -0.2 -0.1 0.000
Ge 0.897841 2.643206 -4.882718 0.0 -0.1 0.2 0.000
C -0.933174 2.254261 -5.501959 0.3 0.1 0.0 0.000
C 2.197268 1.940710 -6.181653 -0.2 0.2 0.2 0.000
C 1.202639 1.781405 -3.084400 0.0 0.1 -0.2 -0.001
Se -0.422913 1.834790 -2.012960 -0.1 -0.1 -0.1 -0.005
C -1.177863 0.166030 -2.667616 0.0 0.1 0.0 0.001
H 0.690338 5.153997 -5.347885 0.0 0.0 0.0 0.000
H 2.130119 4.834276 -4.374964 0.0 0.0 0.0 0.000
H 0.529499 4.822738 -3.617647 0.0 0.0 0.0 0.000
H -1.173775 2.927108 -6.325586 0.0 0.0 0.0 0.000
H -1.661015 2.418178 -4.707782 0.0 0.0 0.0 0.000
H -1.029721 1.233806 -5.873002 0.0 0.0 0.0 0.000
H 2.007214 2.396981 -7.153465 0.0 0.0 0.0 0.000
H 2.093300 0.861255 -6.287270 0.0 0.0 0.0 0.000
H 3.221592 2.170178 -5.891269 0.0 0.0 0.0 0.000
H 1.942097 2.360602 -2.530714 0.0 0.0 0.0 0.000
H 1.544566 0.747555 -3.129874 0.0 0.0 0.0 0.000
H -1.132384 0.175476 -3.752853 0.0 0.0 0.0 0.000
H -2.209028 0.111970 -2.332053 0.0 0.0 0.0 0.000
H -0.619339 -0.679235 -2.276741 0.0 0.0 0.0 0.000
C -3.362730 -0.888375 0.884529 0.0 0.1 0.1 0.000
C -3.428267 0.574665 0.617735 -0.1 -0.1 -0.1 0.000
N -2.497730 1.350310 0.084944 0.9 0.5 0.7 0.007
C -3.087437 2.585355 -0.116137 -0.3 0.0 -0.1 0.002
C -4.373518 2.554579 0.310747 0.1 0.1 -0.1 0.002
N -4.572054 1.276219 0.771981 0.1 -0.1 0.0 0.000
H -2.468594 -1.308212 0.436896 -0.1 0.0 -0.1 0.000
H -4.235311 -1.377418 0.450327 0.0 0.0 0.0 0.000
H -3.356427 -1.107211 1.953942 0.0 0.0 0.0 0.000
H -2.553074 3.391183 -0.586799 0.0 0.0 0.1 0.000
H -5.142011 3.306312 0.328586 0.0 0.0 0.0 0.000
H -5.427481 0.912206 1.155914 0.0 0.0 0.0 0.000
N 1.286221 -5.474300 0.021492 0.1 0.3 -0.1 0.000
C 1.050413 -6.772040 0.396683 -0.3 -0.1 0.4 0.001
C 1.427431 -7.994295 -0.146711 0.1 -0.1 -0.1 0.000
C 0.988185 -9.125150 0.510277 0.0 0.1 -0.1 0.001
C 0.197383 -9.042434 1.668392 -0.1 0.0 0.1 0.000
C -0.177313 -7.832199 2.208232 0.0 0.0 0.0 0.000
C 0.256272 -6.672561 1.559539 0.3 -0.3 -0.4 0.000
N 0.030081 -5.354931 1.857128 -0.1 0.5 0.1 0.001
C 0.651195 -4.664616 0.933290 0.1 -0.9 0.2 0.000
C 0.602681 -3.222446 0.841386 -0.1 0.9 -0.1 0.004
C -0.121518 -2.490668 1.788305 0.1 -0.5 -0.1 -0.001
C -0.325385 -1.148008 1.595622 0.0 0.2 0.0 0.004
N 0.139693 -0.476516 0.529831 0.3 0.0 -0.1 -0.001
C 0.950938 -1.144020 -0.303422 -0.1 0.2 -0.1 0.002
C 1.201870 -2.490718 -0.190014 -0.1 -0.3 0.1 0.001
H 1.827720 -5.177138 -0.769735 0.0 0.0 0.0 0.000
H 2.035049 -8.061925 -1.039955 0.0 0.0 0.0 0.000
H 1.252294 -10.100162 0.123947 0.0 0.0 0.0 0.000
H -0.128016 -9.958390 2.143494 0.0 0.0 0.0 0.000
H -0.789080 -7.764978 3.097255 0.0 0.0 0.0 0.000
H -0.534842 -3.006260 2.643448 -0.1 0.0 0.0 0.000
H -0.903506 -0.564943 2.300218 0.0 0.0 0.0 0.000
H 1.415786 -0.549749 -1.078290 0.0 0.0 0.0 0.000
H 1.861301 -2.956353 -0.909741 0.0 0.0 0.0 0.000
```
Positions in Å, forces in eV/Å.

Total charge: +1
2S+1: 2
Highest occupied orbital energy (alpha / beta), eV: -9.95 / -10.01
Lowest unoccupied orbital energy (alpha / beta), eV: -2.899 / -4.396

No. 3
DFT (wB97M-V/def2-TZVPD) results for a cluster of 2 separate species, C2H9O5P in total.

```
17
Properties=species:S:1:pos:R:3:forces:R:3:lowdin_charge:R:1
O -1.402114 1.764130 -0.944451 -0.2 -0.4 -0.3 -0.271
P -2.037284 0.640160 -1.648971 0.0 -0.1 0.1 0.258
O -1.988144 -0.771739 -0.913061 1.2 0.2 0.6 -0.110
O -1.446454 0.282090 -3.084270 0.4 1.3 -0.5 -0.114
O -3.591613 0.792800 -1.963031 -0.4 0.8 1.1 -0.115
H -1.146864 -0.857829 -0.388771 -1.0 0.0 -0.6 0.107
H -1.132464 1.107050 -3.543470 -0.4 -1.2 0.6 0.118
H -4.039563 1.310620 -1.241061 0.6 -0.7 -1.0 0.118
C 1.215025 -0.326939 2.478168 -0.4 0.0 0.4 -0.135
O 1.407615 -1.174059 1.362838 0.1 0.3 0.0 -0.252
C 2.465135 -0.697459 0.554638 0.2 -0.2 -0.4 -0.136
H 0.383615 -0.740049 3.073737 0.4 0.2 -0.3 0.091
H 0.950815 0.698330 2.168958 0.1 -0.2 0.0 0.089
H 2.114965 -0.281659 3.114307 -0.2 0.0 -0.2 0.087
H 2.254355 0.311980 0.163218 0.0 -0.2 0.1 0.088
H 3.418495 -0.668019 1.108568 -0.2 0.0 -0.1 0.087
H 2.574485 -1.389409 -0.297342 -0.1 0.3 0.4 0.091
```
Positions in Å, forces in eV/Å.

Total charge: 0
2S+1: 1
Highest occupied orbital energy, eV: -10.12
SMILES: O=P(O)(O)O.COC
Lowest unoccupied orbital energy, eV: 0.442

No. 4
DFT (wB97M-V/def2-TZVPD) results for a structure of composition C27H28CaN2Si.

```
59
Properties=species:S:1:pos:R:3:forces:R:3:lowdin_charge:R:1
C 0.544412 2.348897 3.216908 -0.3 0.2 -0.4 -0.207
C 1.013217 2.766136 1.935789 -0.5 0.1 0.1 -0.245
C -0.126997 3.071584 1.130619 0.2 0.1 0.3 -0.279
H 2.055819 2.932391 1.666495 -0.3 -0.1 0.0 0.087
C -1.290917 2.819957 1.913869 0.1 -0.1 0.0 -0.236
C -0.872462 2.389656 3.198435 0.4 0.1 -0.1 -0.209
H -1.521592 2.205891 4.059179 0.2 -0.1 -0.4 0.092
H 1.155770 2.144079 4.099039 -0.2 -0.1 -0.4 0.091
H -0.110798 3.501213 0.129042 0.0 -0.2 0.3 0.092
H -2.325986 3.017180 1.622177 0.4 -0.1 0.0 0.089
Ca -0.141186 0.474282 1.003072 0.2 0.9 0.4 1.167
C -0.488250 -3.503458 -2.007282 0.0 -2.2 0.5 -0.148
H 0.220828 -3.198662 -1.230298 -0.3 0.2 -0.2 0.016
H -0.483245 -4.596650 -1.947938 0.0 -0.3 -0.2 0.020
H -0.135609 -3.230046 -2.991478 -0.2 0.1 0.2 -0.015
Si -0.123959 0.021176 -2.190927 -0.1 -2.0 0.5 0.637
C 1.257034 -0.239898 -3.497469 0.7 -0.5 0.5 -0.404
C 2.152481 0.830084 -3.672129 0.6 -0.8 -0.7 -0.147
H 2.017396 1.742996 -3.109857 -0.1 0.1 0.1 0.084
C 3.255580 0.716193 -4.534465 -0.4 -0.4 0.1 -0.098
H 3.956296 1.538843 -4.643865 -0.1 0.0 0.0 0.092
C 3.485764 -0.484965 -5.219353 0.1 -0.1 0.1 -0.114
H 4.383209 -0.605035 -5.842289 -0.5 0.1 0.2 0.097
C 2.605015 -1.561576 -5.063907 -0.3 0.3 0.2 -0.100
H 2.798394 -2.509956 -5.578324 -0.1 0.4 0.2 0.097
C 1.483272 -1.434345 -4.225388 0.7 0.7 0.0 -0.105
H 0.815780 -2.285206 -4.120268 0.2 0.3 -0.1 0.063
C -1.321664 0.845635 -3.419685 -1.2 0.1 -0.3 -0.363
C -1.034093 1.168329 -4.772830 -0.3 0.1 0.3 -0.094
H -0.083649 0.865946 -5.220633 -0.3 0.1 0.2 0.090
C -1.948726 1.868934 -5.579426 0.0 -0.2 0.4 -0.099
H -1.696567 2.102475 -6.616562 0.0 -0.1 0.3 0.097
C -3.189977 2.245669 -5.064510 0.1 -0.2 0.2 -0.115
H -3.912657 2.775660 -5.692503 0.3 -0.2 0.3 0.096
C -3.519418 1.889573 -3.749115 0.0 -0.1 0.0 -0.111
H -4.511924 2.148960 -3.370674 0.3 -0.1 0.0 0.093
C -2.608021 1.193937 -2.941185 0.1 0.3 -0.9 -0.150
H -2.903144 0.899400 -1.930916 0.1 0.2 -0.2 0.074
H -1.521799 -3.207716 -1.811808 0.4 0.1 -0.1 0.022
H -0.571648 -1.657624 -1.859268 0.2 3.8 -0.8 -0.067
N 1.769915 -0.483346 2.452150 0.4 -0.4 0.0 -0.003
C 1.425273 -0.912560 3.802899 0.6 -0.1 0.1 -0.234
C 2.399479 -1.167524 4.762774 -0.9 0.0 -0.6 -0.012
C 2.019010 -1.629249 6.042349 -0.5 -0.1 0.3 -0.065
C 0.684747 -1.786031 6.374305 0.4 -0.1 0.0 -0.026
C -0.342797 -1.483435 5.439822 0.8 0.3 -0.7 -0.146
C -1.718836 -1.543282 5.746746 -0.2 0.1 -0.3 0.000
C -2.637676 -1.138558 4.801660 -0.1 -0.1 0.4 -0.044
C -2.194053 -0.673523 3.552726 1.7 -0.3 -0.4 -0.116
N -0.894228 -0.645564 3.196079 -1.2 -0.6 0.5 0.011
C 0.041987 -1.047455 4.122600 -0.6 0.3 0.3 -0.162
H 2.552302 0.177187 2.487687 -0.4 -0.1 0.1 0.098
H 2.144960 -1.280846 1.930430 -0.1 0.0 0.2 0.103
H 3.455006 -1.019345 4.521909 -0.3 -0.1 0.0 0.120
H 2.791824 -1.866395 6.776009 -0.3 0.1 -0.2 0.111
H 0.393402 -2.135033 7.370465 0.2 0.1 -0.4 0.119
H -2.022475 -1.896842 6.734743 0.0 0.1 -0.3 0.125
H -3.709214 -1.160904 5.002555 0.3 0.0 0.0 0.112
H -2.914588 -0.317217 2.811834 0.3 -0.1 0.2 0.118
```
Positions in Å, forces in eV/Å.

Total charge: 0
2S+1: 1
Highest occupied orbital energy, eV: -6.25
Lowest unoccupied orbital energy, eV: -1.117

No. 5
DFT (wB97M-V/def2-TZVPD) results for a structure of composition C20H25Br2F3N2O2S.

```
55
Properties=species:S:1:pos:R:3:forces:R:3:lowdin_charge:R:1
C 3.412456 1.242452 2.272954 -0.4 -0.2 -0.1 -0.118
C 4.302883 0.153945 1.544021 0.1 0.3 0.8 -0.240
C 3.851299 -1.342712 1.786922 0.8 -0.6 -0.8 -0.213
C 2.803548 -1.880635 0.701539 0.2 0.7 0.9 -0.149
C 1.485220 -1.057963 0.873395 -2.7 1.0 1.4 -0.128
C 0.913918 -0.896243 2.213479 0.3 0.1 -1.6 0.027
C -0.327310 -0.108968 2.495999 -0.4 0.5 -1.6 -0.304
N -0.991449 0.160368 3.685382 -0.3 0.5 -3.4 -0.230
S -2.310706 1.084592 3.204484 0.9 -0.3 -0.5 0.952
N -2.164853 1.271142 1.534859 3.0 -2.7 2.6 -0.215
C -1.002609 0.523956 1.305300 0.0 0.3 -0.9 -0.306
C -0.452039 0.401606 -0.083352 1.2 -1.2 1.2 -0.106
C -1.221052 1.147048 -1.229769 0.8 -0.8 -0.3 -0.134
C -0.479304 2.492941 -1.616210 0.5 -0.3 0.4 -0.175
C -0.731645 3.698951 -0.645765 0.4 0.3 -0.6 -0.702
F -0.406830 3.454246 0.682488 -0.5 -0.1 -1.7 -0.018
Br 0.530327 5.141307 -1.239926 0.8 -1.1 0.7 0.678
C -2.212537 4.331634 -0.726587 -0.2 0.6 0.9 -0.775
F -2.596237 4.585105 0.587573 0.1 -0.5 -2.3 0.014
F -3.138825 3.531717 -1.362846 1.3 0.7 1.3 0.011
Br -2.223445 6.047942 -1.740385 -1.5 -0.6 0.4 0.685
C 0.751843 -0.391595 -0.291886 -1.5 1.3 0.6 -0.085
C 1.276836 -0.541351 -1.775169 0.1 -0.4 1.2 -0.136
C 0.944080 -2.013270 -2.251534 0.4 0.0 -0.2 -0.171
C -0.577687 -2.277143 -2.555689 -0.6 -0.6 0.1 -0.074
C -1.395699 -2.704798 -1.265153 0.5 -0.2 0.3 -0.416
O -0.852210 -3.124308 -0.270575 -0.5 0.5 -1.1 0.112
O -2.795428 -2.623293 -1.335888 1.4 0.6 0.1 -0.042
C -3.333560 -1.815688 -0.271052 -1.7 1.1 1.2 -0.226
C -4.878654 -2.097087 -0.007187 0.2 0.3 -0.4 -0.067
H 3.109122 0.854264 3.289396 0.3 0.4 -1.0 0.077
H 2.460578 1.441915 1.702563 1.0 -0.2 0.6 0.061
H 3.935417 2.226178 2.428562 -0.3 -1.0 -0.3 0.071
H 5.354931 0.273679 1.949893 -1.1 -0.2 -0.5 0.105
H 4.353015 0.352867 0.439052 0.0 -0.2 1.0 0.103
H 3.507981 -1.539604 2.844502 0.2 0.4 -1.2 0.101
H 4.776563 -1.985219 1.653666 -1.0 0.6 0.2 0.107
H 3.273101 -1.756030 -0.320751 -0.7 0.0 1.1 0.106
H 2.644726 -2.990947 0.854420 -0.1 1.3 -0.1 0.126
H 1.444252 -1.350302 3.090067 -0.7 0.5 -1.0 0.113
H -2.309689 1.256457 -0.996109 1.1 0.1 0.0 0.098
H -1.158887 0.471030 -2.135995 -0.2 0.9 0.9 0.097
H 0.630579 2.271816 -1.554536 -1.2 0.4 0.0 0.111
H -0.644865 2.808553 -2.690786 -0.2 -0.2 1.4 0.134
H 0.867028 0.259447 -2.453211 0.3 -1.0 0.7 0.103
H 2.390163 -0.382295 -1.727263 -1.0 -0.3 -0.3 0.109
H 1.560303 -2.280823 -3.165054 -0.8 0.4 0.9 0.120
H 1.290795 -2.710707 -1.435042 -0.5 0.6 -0.9 0.107
H -0.661524 -3.158027 -3.263989 0.0 0.9 0.8 0.131
H -1.095356 -1.424328 -3.076424 0.5 -0.8 0.6 0.113
H -2.818712 -1.937153 0.717705 0.0 -0.2 -1.1 0.122
H -3.262217 -0.718897 -0.546285 0.2 -1.2 0.1 0.104
H -5.399864 -2.488734 -0.930608 0.7 0.3 1.0 0.082
H -5.046773 -2.772089 0.872050 0.2 0.4 -1.0 0.074
H -5.381002 -1.114948 0.234755 0.6 -1.0 -0.2 0.077
```
Positions in Å, forces in eV/Å.

Total charge: 0
2S+1: 1
Highest occupied orbital energy, eV: -8.55
Lowest unoccupied orbital energy, eV: -0.844

No. 6
DFT (wB97M-V/def2-TZVPD) results for a cluster of 2 separate species, C4H6N2O in total.

```
13
Properties=species:S:1:pos:R:3:forces:R:3:lowdin_charge:R:1
C -0.156892 -0.081555 1.467856 -0.3 -1.1 -1.3 0.048
C 0.042067 -0.173976 0.105388 3.1 -0.9 3.6 -0.449
C 0.922264 0.811704 -0.626558 -1.3 0.5 -0.6 -0.070
C 0.120924 -1.546359 -0.497965 0.2 0.2 -0.3 -0.258
O 0.922488 -2.396252 -0.216463 -0.1 -0.1 0.2 0.073
H -0.628903 0.719754 2.010058 0.8 1.0 -0.2 0.053
H -0.095119 -0.953552 2.103894 -0.5 -0.6 -0.4 0.065
H 0.844888 1.800061 -0.176205 0.0 0.1 -0.1 0.082
H 0.634885 0.863042 -1.677382 0.1 0.2 -0.2 0.075
H 1.960221 0.481977 -0.573858 -0.1 -0.2 0.1 0.096
H -0.600325 -1.700074 -1.327885 0.0 -0.1 0.1 0.124
N -1.810240 0.620107 -0.551885 -2.9 3.9 1.0 0.054
N -2.156260 1.555124 -0.038996 0.9 -3.0 -1.9 0.108
```
Positions in Å, forces in eV/Å.

Total charge: 0
2S+1: 1
Highest occupied orbital energy, eV: -8.88
SMILES: C=C(C)C=O.N#N
Lowest unoccupied orbital energy, eV: 0.036

Max |F| for the records above, in order: 6.8; 2.1; 1.4; 3.9; 4.8; 5.0 eV Å⁻¹